[1]
ORCA calculation (the ωB97M-V functional and the def2-TZVPD basis) on C5H24BClCuN10O5 as an isolated structure in a non-equilibrium geometry.

Values from the calculation:
**Energy relative to the best compared isomer or geometry (same formula, charge and spin)**: 142.4 kcal/mol
**Spin multiplicity**: 2
**Orbital gap (spin up / spin down)**: 5.0 / 3.3 eV
**LUMO energy (spin up / spin down)**: -0.101 / -0.164 Ha
**HOMO level (spin up / spin down)**: -7.791 / -7.783 eV
**F_max**: 6.190 eV Å⁻¹

Last column: natural (NBO) charge in e.
CARTESIAN COORDINATES (ANGSTROEM)
Cu 14.195 6.252 -20.657  0.94
B 16.723 3.680 -19.454  -0.88
H 16.210 3.748 -18.507  -0.03
H 17.169 4.619 -19.743  -0.03
H 17.478 2.918 -19.342  0.04
H 16.001 3.398 -20.204  -0.05
Cl 10.454 5.139 -18.445  0.00
C 10.617 10.833 -22.845  0.75
O 11.487 10.207 -22.229  -0.69
N 10.001 10.476 -23.927  -0.83
N 9.983 11.874 -22.364  -0.82
H 10.471 9.670 -24.314  0.42
H 9.163 10.961 -24.216  0.39
H 10.217 12.283 -21.471  0.41
H 9.249 12.275 -22.929  0.37
C 18.071 9.710 -24.190  0.77
O 17.441 9.003 -23.522  -0.63
N 19.306 10.237 -23.832  -0.88
N 17.795 10.017 -25.420  -0.83
H 19.736 10.983 -24.360  0.37
H 19.822 9.948 -23.013  0.41
H 16.857 9.786 -25.714  0.41
H 18.468 10.565 -25.937  0.39
C 13.377 -1.036 -20.555  0.74
O 12.789 -2.054 -20.614  -0.67
N 13.146 -0.144 -19.627  -0.84
N 14.305 -0.657 -21.362  -0.83
H 12.281 -0.294 -19.127  0.41
H 13.795 0.630 -19.606  0.40
H 14.547 0.316 -21.483  0.40
H 14.596 -1.366 -22.020  0.40
C 14.890 9.604 -15.374  0.75
O 15.025 8.889 -16.354  -0.68
N 14.066 9.295 -14.375  -0.84
N 15.811 10.487 -15.149  -0.83
H 13.859 9.962 -13.645  0.39
H 13.590 8.413 -14.498  0.42
H 16.152 10.563 -14.202  0.39
H 16.417 10.541 -15.955  0.41
C 12.626 5.698 -26.562  0.75
O 12.979 5.513 -25.395  -0.68
N 11.536 5.224 -27.033  -0.82
N 13.486 6.201 -27.482  -0.84
H 10.968 4.564 -26.521  0.41
H 11.169 5.356 -27.965  0.38
H 13.171 6.317 -28.434  0.38
H 14.430 6.430 -27.204  0.42



[2]
ORCA calculation (the ωB97M-V functional and the def2-TZVPD basis) on C12H4BrF5IMnO4S2 as an isolated structure in a non-equilibrium geometry.

Values from the calculation:
**Energy relative to the best compared isomer or geometry (same formula, charge and spin)**: 36.3 kcal/mol
**Spin multiplicity**: 5
**Orbital gap (spin up / spin down)**: 6.8 / 7.3 eV
**LUMO energy (spin up / spin down)**: -0.078 / -0.063 Ha
**HOMO level (spin up / spin down)**: -8.898 / -8.995 eV
**F_max**: 5.378 eV Å⁻¹

Last column: natural (NBO) charge in e.
CARTESIAN COORDINATES (ANGSTROEM)
Mn 1.451 -1.104 1.475  1.22
F 1.407 5.478 0.922  -0.28
C 1.356 4.199 0.560  0.27
C 0.765 3.261 1.407  0.32
F 0.242 3.647 2.567  -0.29
C 0.717 1.936 1.010  0.30
F 0.100 1.011 1.800  -0.32
C 1.283 1.494 -0.186  -0.27
S 1.226 -0.189 -0.640  -0.17
C 1.846 2.453 -1.033  0.33
F 2.366 2.082 -2.199  -0.28
C 1.879 3.794 -0.666  0.28
F 2.411 4.693 -1.490  -0.28
O 3.909 -0.882 4.011  -0.87
S 3.047 -1.121 2.921  2.49
O 3.344 -2.206 1.978  -0.97
O 2.782 0.059 1.995  -0.90
O 1.587 -1.404 3.276  -0.93
Br -3.927 -3.111 1.262  0.11
C -3.206 -2.605 -0.388  -0.14
C -4.042 -2.424 -1.481  -0.23
C -3.509 -2.049 -2.701  -0.17
C -2.143 -1.865 -2.832  -0.20
C -1.305 -2.057 -1.745  -0.22
C -1.835 -2.414 -0.518  -0.11
I -0.523 -2.687 1.236  0.37
H -5.102 -2.584 -1.361  0.24
H -4.162 -1.909 -3.546  0.23
H -1.721 -1.576 -3.779  0.23
H -0.243 -1.921 -1.854  0.25



[3]
ORCA calculation (the ωB97M-V functional and the def2-TZVPD basis) on C12H17PS as an isolated structure in a non-equilibrium geometry.

Values from the calculation:
**Energy relative to the best compared isomer or geometry (same formula, charge and spin)**: 111.5 kcal/mol
**Orbital gap (spin up / spin down)**: 6.5 / 6.5 eV
**LUMO energy (spin up / spin down)**: -0.014 / -0.008 Ha
**HOMO level (spin up / spin down)**: -6.926 / -6.730 eV
**F_max**: 4.554 eV Å⁻¹

Last column: natural (NBO) charge in e.
CARTESIAN COORDINATES (ANGSTROEM)
C -4.203 -1.590 -0.377  -0.24
C -2.817 -1.402 -0.623  -0.26
C -4.846 -0.561 0.321  -0.44
C -2.345 -0.183 -0.223  -0.23
C 0.351 2.250 0.466  -0.40
C 3.245 -1.299 0.097  -0.43
C 1.101 1.800 -0.776  -0.43
C 2.979 0.272 0.105  -0.41
C -1.084 1.735 0.537  -0.50
C 2.187 -2.054 0.916  -0.48
C 1.677 0.420 -0.681  -0.44
C -1.078 0.450 -0.105  -0.25
P 0.375 -0.721 0.189  0.74
S -3.777 0.708 0.374  0.40
H -4.758 -2.481 -0.740  0.22
H -2.201 -2.222 -1.111  0.23
H -5.824 -0.328 0.458  0.23
H 0.963 1.925 1.333  0.20
H 0.423 3.413 0.564  0.21
H 3.363 -1.592 -0.856  0.19
H 4.154 -1.497 0.542  0.21
H 0.417 1.721 -1.680  0.22
H 1.826 2.640 -1.091  0.22
H 2.770 0.452 1.122  0.20
H 3.965 0.720 -0.340  0.22
H -1.535 1.649 1.478  0.22
H -1.623 2.452 -0.048  0.23
H 2.201 -3.136 0.683  0.20
H 2.258 -1.788 1.911  0.18
H 1.661 -0.126 -1.644  0.22
H 0.173 -1.626 -0.803  -0.04



[4]
ORCA calculation (the ωB97M-V functional and the def2-TZVPD basis) on one molecule with the formula C5H4O2 in a non-equilibrium geometry.

Values from the calculation:
**Energy relative to the best compared isomer or geometry (same formula, charge and spin)**: 64.0 kcal/mol
**Orbital gap**: 8.9 eV
**SMILES string**: O=c1cccco1
**LUMO energy**: -0.012 Ha
**HOMO level**: -9.238 eV
**F_max**: 3.680 eV Å⁻¹

Last column: natural (NBO) charge in e.
CARTESIAN COORDINATES (ANGSTROEM)
O -2.446 0.713 -1.015  -0.53
C -1.406 0.432 -0.492  0.73
C -1.104 -0.081 0.856  -0.36
C 0.141 -0.600 1.057  -0.19
C 1.092 -0.692 -0.014  -0.36
C 0.963 0.237 -0.970  0.20
O -0.224 0.805 -1.210  -0.47
H -1.890 0.075 1.596  0.24
H 1.107 -0.252 1.551  0.29
H 1.956 -1.329 0.130  0.23
H 1.786 0.688 -1.517  0.20



[5]
ORCA calculation (the ωB97M-V functional and the def2-TZVPD basis) on one molecule with the formula C4H8N4 in a non-equilibrium geometry.

Values from the calculation:
**Energy relative to the best compared isomer or geometry (same formula, charge and spin)**: 127.1 kcal/mol
**Orbital gap**: 9.0 eV
**SMILES string**: CN1CC=NN=CN1
**LUMO energy**: 0.030 Ha
**HOMO level**: -8.210 eV
**F_max**: 7.748 eV Å⁻¹

Last column: natural (NBO) charge in e.
CARTESIAN COORDINATES (ANGSTROEM)
C 0.390 -0.501 2.222  -0.40
N 0.677 -0.180 0.868  -0.29
C 0.071 1.057 0.531  -0.31
C 0.468 1.445 -0.747  0.04
N -0.082 0.835 -1.727  -0.22
N -1.004 -0.140 -1.552  -0.29
C -0.892 -1.038 -0.657  0.18
N 0.376 -1.265 0.079  -0.48
H 0.606 0.350 2.831  0.21
H -0.804 -0.665 2.417  0.16
H 1.130 -1.507 2.428  0.20
H 0.268 1.918 1.364  0.23
H -1.087 1.107 0.569  0.20
H 1.050 2.224 -1.100  0.21
H -1.686 -1.878 -0.772  0.20
H 0.521 -2.089 0.488  0.38



[6]
ORCA calculation (the ωB97M-V functional and the def2-TZVPD basis) on a 2-piece molecular cluster, C5H13FNO overall in a non-equilibrium geometry.

Values from the calculation:
**Energy relative to the best compared isomer or geometry (same formula, charge and spin)**: 103.3 kcal/mol
**Total charge**: +1
**Orbital gap (spin up / spin down)**: 9.2 / 6.2 eV
**LUMO energy (spin up / spin down)**: -0.123 / -0.176 Ha
**HOMO level (spin up / spin down)**: -12.518 / -10.983 eV
**F_max**: 5.428 eV Å⁻¹

Last column: natural (NBO) charge in e.
CARTESIAN COORDINATES (ANGSTROEM)
C 0.119 1.801 1.098  -0.44
C -1.215 0.674 -0.479  -0.41
C -1.179 0.118 1.818  -0.39
C 0.611 -0.522 0.287  -0.45
C 1.809 -1.711 -2.148  0.63
N -0.330 0.523 0.679  -0.27
O 1.186 -2.849 -2.338  -0.60
F 1.451 -0.803 -3.026  -0.29
H 0.819 1.745 2.024  0.25
H 0.696 2.397 0.316  0.24
H -0.768 2.502 1.331  0.24
H -0.617 1.131 -1.290  0.23
H -1.471 -0.346 -0.720  0.23
H -2.043 1.448 -0.384  0.23
H -0.783 0.511 2.743  0.23
H -2.132 0.451 1.639  0.22
H -1.123 -0.940 1.774  0.22
H 1.551 -0.394 0.739  0.19
H 0.210 -1.508 0.451  0.19
H 2.628 -1.607 -1.435  0.22
H 0.579 -2.623 -3.081  0.52



[7]
ORCA calculation (the ωB97M-V functional and the def2-TZVPD basis) on a 2-piece molecular cluster, C4H8N2O overall in a non-equilibrium geometry.

Values from the calculation:
**Energy relative to the best compared isomer or geometry (same formula, charge and spin)**: 90.9 kcal/mol
**Orbital gap**: 8.6 eV
**LUMO energy**: -0.018 Ha
**HOMO level**: -9.064 eV
**F_max**: 1.240 eV Å⁻¹

Last column: natural (NBO) charge in e.
CARTESIAN COORDINATES (ANGSTROEM)
C -1.935 0.733 0.526  -0.42
N -0.601 0.155 0.523  -0.47
C 0.303 0.415 -0.363  0.33
C 1.673 -0.208 -0.339  -0.16
O 2.551 0.805 0.116  -0.69
C -0.443 -1.800 -1.455  -0.13
N -0.499 -2.434 -0.464  -0.74
H -2.597 0.032 0.005  0.25
H -2.271 0.869 1.556  0.22
H -1.922 1.698 0.014  0.21
H -0.540 -0.812 0.875  0.47
H 0.163 1.297 -0.988  0.21
H 1.962 -0.481 -1.352  0.24
H 1.674 -1.120 0.269  0.22
H 2.482 0.852 1.077  0.47



[8]
ORCA calculation (the ωB97M-V functional and the def2-TZVPD basis) on C25H39N4O2PmS2Si2 as an isolated structure in a non-equilibrium geometry.

Values from the calculation:
**Spin multiplicity**: 5
**Total charge**: -2
**Orbital gap (spin up / spin down)**: 4.8 / 4.8 eV
**LUMO energy (spin up / spin down)**: 0.168 / 0.168 Ha
**HOMO level (spin up / spin down)**: -0.226 / -0.225 eV
**F_max**: 1.139 eV Å⁻¹

Last column: Mulliken spin population.
CARTESIAN COORDINATES (ANGSTROEM)
Pm 0.621 -0.501 0.069  4.03
C 2.554 0.205 5.401  0.00
S 1.451 1.535 4.900  0.00
C 1.087 1.081 3.190  0.00
S 2.388 0.413 2.237  0.00
N -0.130 1.358 2.894  0.00
N -0.593 1.102 1.578  -0.01
C -1.576 2.007 1.349  0.00
C -2.514 2.082 0.353  0.00
C -3.296 3.296 0.201  0.00
C -3.969 3.581 -0.952  0.00
C -3.883 2.635 -2.045  0.00
C -3.300 1.425 -1.850  0.00
N -2.753 1.029 -0.599  0.00
H 3.167 0.576 6.224  0.00
H 3.206 -0.058 4.565  0.00
H 2.008 -0.683 5.725  0.00
H -1.625 2.818 2.068  0.00
H -3.253 4.011 1.018  0.00
H -4.509 4.513 -1.068  0.00
H -4.286 2.863 -3.025  0.00
H -3.284 0.679 -2.634  0.00
N 3.705 -2.003 -3.121  0.00
C 3.010 -1.261 -2.206  0.00
O 2.602 -1.791 -1.176  0.00
C 2.763 0.186 -2.558  0.00
C 2.179 0.989 -1.409  -0.01
H 3.633 -3.002 -3.020  0.00
H 3.793 -1.629 -4.050  0.00
H 2.059 0.146 -3.399  0.00
H 3.707 0.552 -2.994  0.00
H 1.701 1.884 -1.819  0.00
H 2.983 1.341 -0.762  0.00
C -0.962 -0.098 -3.831  0.00
Si -0.957 -1.350 -2.407  -0.01
C -0.025 -2.776 -3.260  0.00
C -2.795 -1.967 -2.433  0.00
C -3.214 -2.801 -3.481  0.00
C -4.522 -3.262 -3.601  0.00
C -5.476 -2.889 -2.666  0.00
C -5.102 -2.053 -1.617  0.00
C -3.782 -1.590 -1.476  0.00
Si -3.428 -0.493 0.006  0.00
C -2.500 -1.447 1.278  0.00
C -5.038 -0.034 0.780  0.00
H -1.628 -0.439 -4.639  0.00
H 0.057 -0.034 -4.234  0.00
H -1.258 0.913 -3.534  0.00
H -0.491 -3.102 -4.199  0.00
H 0.099 -3.647 -2.602  0.00
H 0.984 -2.417 -3.505  0.00
H -2.496 -3.102 -4.238  0.00
H -4.794 -3.907 -4.432  0.00
H -6.500 -3.237 -2.750  0.00
H -5.857 -1.753 -0.897  0.00
H -3.110 -2.349 1.430  0.00
H -2.442 -0.887 2.219  0.00
H -1.501 -1.806 1.042  0.00
H -5.590 -0.908 1.148  0.00
H -5.672 0.534 0.089  0.00
H -4.801 0.611 1.635  0.00
C 0.111 -4.707 1.831  0.00
C 0.802 -3.376 2.116  0.00
C 0.252 -2.777 3.409  0.00
C 2.301 -3.601 2.256  0.00
O 0.562 -2.534 1.028  0.00
H 0.237 -5.420 2.659  0.00
H 0.526 -5.146 0.917  0.00
H -0.959 -4.538 1.674  0.00
H 0.687 -3.269 4.289  0.00
H -0.838 -2.884 3.457  0.00
H 0.493 -1.712 3.465  0.00
H 2.525 -4.293 3.078  0.00
H 2.804 -2.647 2.448  0.00
H 2.690 -4.016 1.321  0.00



Results for total energy: -3253.96289, -6079.00607, -1206.79825, -343.29038, -376.04589, -427.72993, -341.85871, -3329.34573 (in Ha, following the order of the records).